1.
# C40H34N2O4P2Pt

C40H34N2O4P2Pt as an isolated structure (ωB97M-V/def2-TZVPD, the OMol25 dataset).

Relative energy (zero: lowest compared OMol25 entry of this formula, charge and spin) ... 0.0 kcal per mole
Total energy ... -75028.6216 eV
M ... 863.75 g/mol

```
! RIJCOSX wB97M-V def2-TZVPD def2/J DEFGRID3
* xyz 0 1
Pt 0.267 -0.120 0.144
N -1.066 -1.737 -0.106
C -2.396 -1.160 0.213
C -2.253 -0.506 1.582
O -3.150 -0.630 2.408
N -1.046 0.068 1.750
C -0.558 0.106 3.130
C 0.776 -0.658 3.309
O 1.083 -0.975 4.457
O 1.479 -0.830 2.254
H -1.066 -2.140 -1.037
H -0.844 -2.480 0.553
H -3.172 -1.922 0.258
H -2.633 -0.431 -0.564
H -1.317 -0.320 3.782
H -0.415 1.131 3.459
O 3.508 0.878 -1.259
C 3.112 1.151 -2.548
C 3.681 2.128 -3.347
C 3.231 2.259 -4.653
C 2.241 1.425 -5.148
C 1.665 0.468 -4.324
C 2.079 0.338 -3.002
P 1.375 -0.780 -1.753
C 2.693 -1.979 -1.424
C 3.569 -2.380 -2.433
C 4.539 -3.333 -2.171
C 4.641 -3.887 -0.900
C 3.781 -3.479 0.108
C 2.807 -2.520 -0.146
C 0.182 -1.684 -2.809
C 0.366 -3.004 -3.204
C -0.596 -3.641 -3.982
C -1.741 -2.965 -4.371
C -1.934 -1.645 -3.975
C -0.982 -1.011 -3.196
C 3.852 1.981 -0.505
C 5.174 2.393 -0.475
C 5.503 3.556 0.198
C 4.506 4.293 0.823
C 3.201 3.833 0.828
C 2.846 2.644 0.182
P 1.117 2.016 0.355
C 0.820 2.714 2.006
C 1.728 2.348 3.003
C 1.581 2.837 4.287
C 0.521 3.686 4.589
C -0.381 4.049 3.602
C -0.230 3.570 2.305
C 0.169 3.025 -0.830
C 0.773 3.889 -1.736
C 0.004 4.560 -2.680
C -1.369 4.385 -2.712
C -1.979 3.526 -1.804
C -1.215 2.838 -0.879
H 4.460 2.771 -2.964
H 3.669 3.017 -5.290
H 1.909 1.521 -6.173
H 0.885 -0.168 -4.716
H 3.495 -1.949 -3.425
H 5.218 -3.639 -2.956
H 5.402 -4.629 -0.695
H 3.874 -3.882 1.108
H 2.198 -2.154 0.676
H 1.255 -3.541 -2.899
H -0.447 -4.671 -4.280
H -2.488 -3.464 -4.974
H -2.830 -1.115 -4.270
H -1.139 0.013 -2.867
H 5.919 1.801 -0.991
H 6.531 3.891 0.226
H 4.749 5.215 1.335
H 2.449 4.398 1.362
H 2.523 1.645 2.781
H 2.271 2.526 5.060
H 0.395 4.054 5.599
H -1.208 4.707 3.835
H -0.934 3.869 1.541
H 1.844 4.040 -1.716
H 0.486 5.222 -3.388
H -1.966 4.912 -3.445
H -3.053 3.387 -1.824
H -1.684 2.142 -0.191
*
```

Atom charges from the Löwdin analysis, given in e for atoms 1 to 6:
1. Pt 0.889
2. N -0.084
3. C -0.142
4. C -0.577
5. O 0.026
6. N -0.127

=====

2.
# C4H8

A 2-piece molecular cluster, C4H8 overall (ωB97M-V/def2-TZVPD, the OMol25 dataset).

Relative energy (zero: lowest compared OMol25 entry of this formula, charge and spin) ... 61.1 kcal per mole
Total energy ... -4274.5455 eV
SMILES string ... C=C.C=C
M ... 56.11 g/mol

```
! RIJCOSX wB97M-V def2-TZVPD def2/J DEFGRID3
* xyz 0 1
C 0.333 -1.423 -1.390
C 0.384 -0.710 -2.524
H 1.173 -2.091 -1.078
H -0.446 -1.267 -0.666
H 1.227 -0.908 -3.205
H -0.039 0.375 -2.595
C -0.843 1.202 1.352
C 0.008 0.893 2.444
H -0.971 2.248 1.033
H -1.043 0.287 0.708
H 0.377 1.618 3.137
H -0.160 -0.225 2.785
*
```

Atom charges from the Löwdin analysis, given in e for atoms 1 to 6:
1. C -0.099
2. C -0.099
3. H 0.065
4. H 0.008
5. H 0.039
6. H 0.084

=====

3.
# C3H5NO2

C3H5NO2 as an isolated structure (ωB97M-V/def2-TZVPD, the OMol25 dataset).

Relative energy (zero: lowest compared OMol25 entry of this formula, charge and spin) ... 112.3 kcal per mole
Total energy ... -8772.8232 eV
M ... 87.08 g/mol

```
! RIJCOSX wB97M-V def2-TZVPD def2/J DEFGRID3
* xyz 0 1
C -0.938 -0.444 1.258
C -0.127 0.432 0.664
N -0.565 1.328 -0.322
O 1.168 0.038 0.402
C 0.833 -0.520 -0.880
O 0.271 0.525 -1.594
H -2.010 -0.313 1.279
H -0.491 -1.338 1.686
H 0.054 -1.267 -0.637
H 0.082 2.103 -0.402
H 1.698 -1.021 -1.325
*
```

Atom charges from the Löwdin analysis, given in e for atoms 1 to 6:
1. C 0.119
2. C -0.472
3. N 0.182
4. O -0.033
5. C -0.270
6. O -0.066

=====

4.
# C6H5N2O3

An isolated ion of composition C6H5N2O3 and charge -1 (ωB97M-V/def2-TZVPD, the OMol25 dataset).

Relative energy (zero: lowest compared OMol25 entry of this formula, charge and spin) ... 82.1 kcal per mole
Total energy ... -15421.0261 eV
M ... 153.12 g/mol

```
! RIJCOSX wB97M-V def2-TZVPD def2/J DEFGRID3
* xyz -1 1
C 1.083 -0.798 0.001
C 0.218 -0.603 -1.029
C 1.026 -0.222 1.301
C -0.952 0.213 -1.020
C 0.080 0.617 1.754
C -1.346 0.909 0.053
N -0.077 1.178 2.925
N -0.876 2.111 3.289
O -1.642 2.709 2.480
O -0.852 2.439 4.481
O -2.429 1.645 0.250
H 1.926 -1.459 -0.174
H 0.420 -1.129 -1.959
H 1.830 -0.491 1.985
H -1.531 0.254 -1.945
H -2.275 2.151 1.102
*
```

Atom charges from the Löwdin analysis, given in e for atoms 1 to 6:
1. C -0.174
2. C -0.170
3. C -0.144
4. C -0.145
5. C -0.078
6. C -0.141

=====

5.
# C2H11NO4

C2H11NO4 as an isolated structure (ωB97M-V/def2-TZVPD, the OMol25 dataset).

Relative energy (zero: lowest compared OMol25 entry of this formula, charge and spin) ... 189.3 kcal per mole
Total energy ... -11925.5490 eV
M ... 113.11 g/mol

```
! RIJCOSX wB97M-V def2-TZVPD def2/J DEFGRID3
* xyz 0 1
C 0.145 -0.133 1.091
N 0.067 -1.096 0.086
C 1.175 -1.203 -0.827
O 1.251 0.324 1.536
H -0.507 -0.512 1.922
H -0.782 -0.839 -0.464
H 2.110 -1.334 -0.331
H 1.144 -0.279 -1.434
H 1.020 -2.083 -1.404
H -2.395 0.446 0.036
H 1.831 0.731 0.592
O -2.778 0.073 0.932
H 3.066 1.847 -0.176
H -0.445 0.812 0.762
O 2.468 1.110 -0.334
H -3.730 0.184 0.908
H -2.038 1.140 -1.843
O -1.601 0.814 -1.051
*
```

Atom charges from the Löwdin analysis, given in e for atoms 1 to 6:
1. C -0.362
2. N 0.108
3. C -0.038
4. O 0.073
5. H 0.215
6. H 0.120

=====

6.
# C4H10N4

A single C4H10N4 molecule (ωB97M-V/def2-TZVPD, the OMol25 dataset).

Relative energy (zero: lowest compared OMol25 entry of this formula, charge and spin) ... 85.6 kcal per mole
Total energy ... -10267.1399 eV
SMILES string ... C=C(NN)/C(N)=N\C
M ... 114.15 g/mol

```
! RIJCOSX wB97M-V def2-TZVPD def2/J DEFGRID3
* xyz 0 1
C -0.657 1.336 -1.120
C -0.625 0.624 -0.004
N 0.275 0.686 1.249
N 1.075 1.830 1.383
C -0.588 -0.855 0.182
N -1.538 -1.399 1.050
N -0.047 -1.703 -0.660
C 1.064 -1.306 -1.499
H -0.324 2.367 -1.124
H -1.007 0.888 -2.045
H -0.041 0.234 2.111
H 1.887 1.639 1.971
H 0.543 2.550 1.873
H -1.712 -2.365 0.791
H -2.397 -0.863 1.089
H 1.858 -0.781 -0.956
H 1.491 -2.207 -1.951
H 0.744 -0.675 -2.340
*
```

Atom charges from the Löwdin analysis, given in e for atoms 1 to 6:
1. C 0.051
2. C -0.216
3. N -0.088
4. N -0.009
5. C -0.456
6. N 0.096

=====

7.
# C48H40Cl3N5O5OsPSe

C48H40Cl3N5O5OsPSe as an isolated structure (ωB97M-V/def2-TZVPD, the OMol25 dataset).

Relative energy (zero: lowest compared OMol25 entry of this formula, charge and spin) ... 10.8 kcal per mole
Total energy ... -182782.7353 eV
M ... 1173.40 g/mol

```
! RIJCOSX wB97M-V def2-TZVPD def2/J DEFGRID3
* xyz 1 1
Os -0.682 0.222 -0.651
O -0.715 1.032 3.259
C -0.026 0.622 2.345
O -0.141 1.132 1.136
C 1.059 -0.375 2.553
C 1.272 -0.864 3.836
C 2.374 -1.657 4.102
C 3.281 -1.938 3.087
C 3.064 -1.467 1.801
C 1.935 -0.700 1.515
P 1.618 -0.115 -0.173
C 2.467 -1.348 -1.206
C 3.263 -0.961 -2.279
C 3.891 -1.916 -3.068
C 3.734 -3.263 -2.789
C 2.964 -3.660 -1.704
C 2.339 -2.712 -0.914
C 2.505 1.451 -0.351
C 2.492 2.127 -1.574
C 3.143 3.340 -1.704
C 3.795 3.900 -0.612
C 3.800 3.239 0.605
C 3.161 2.014 0.738
H 0.576 -0.583 4.615
H 2.540 -2.035 5.101
H 4.161 -2.532 3.292
H 3.777 -1.705 1.025
H 3.406 0.086 -2.505
H 4.500 -1.600 -3.904
H 4.223 -4.005 -3.406
H 2.854 -4.710 -1.469
H 1.775 -3.036 -0.051
H 1.964 1.707 -2.420
H 3.132 3.855 -2.656
H 4.296 4.853 -0.713
H 4.304 3.675 1.457
H 3.177 1.505 1.692
C -3.685 4.718 -1.509
N -3.266 4.142 -0.246
C -2.177 3.380 -0.032
Se -0.929 2.813 -1.314
N -2.145 3.053 1.265
C -3.255 3.569 1.913
C -3.693 3.469 3.226
C -4.874 4.121 3.530
C -5.587 4.845 2.563
C -5.147 4.941 1.257
C -3.965 4.279 0.952
H -3.022 4.356 -2.290
H -3.630 5.805 -1.460
H -4.708 4.411 -1.723
H -1.437 2.421 1.633
H -3.131 2.910 3.961
H -5.259 4.074 4.539
H -6.508 5.334 2.845
H -5.704 5.492 0.512
Cl -2.207 -2.719 -1.165
C -0.743 -1.891 -0.489
H 0.066 -2.343 -1.050
H -0.680 -2.257 0.538
Cl 0.292 -0.584 -8.533
C 1.913 -0.006 -8.326
C 2.679 0.232 -9.453
C 3.951 0.764 -9.328
C 4.454 1.057 -8.071
C 3.683 0.785 -6.955
Cl 4.343 1.148 -5.382
C 2.402 0.240 -7.039
N 1.627 -0.002 -5.901
C 1.201 -1.334 -5.624
C 1.980 -2.421 -6.007
C 1.568 -3.713 -5.738
C 0.371 -3.934 -5.068
C -0.410 -2.854 -4.694
C -0.015 -1.549 -4.980
C -0.917 -0.402 -4.581
C -0.837 -0.150 -3.122
O -1.841 -0.165 -2.349
O 0.276 0.072 -2.531
H 2.261 0.018 -10.427
H 4.546 0.960 -10.208
H 5.439 1.483 -7.947
H 1.989 0.472 -5.084
H 2.916 -2.242 -6.521
H 2.182 -4.549 -6.046
H 0.043 -4.941 -4.849
H -1.346 -3.018 -4.174
H -1.957 -0.616 -4.825
H -0.600 0.507 -5.100
N -5.973 1.664 -1.479
C -6.005 1.467 -0.128
O -6.897 1.871 0.582
C -4.833 0.732 0.460
C -4.990 0.087 1.681
C -3.914 -0.583 2.224
C -2.701 -0.557 1.556
N -2.533 0.112 0.412
C -3.590 0.728 -0.137
H -6.820 2.030 -1.886
H -5.417 1.062 -2.063
H -5.952 0.123 2.174
H -3.997 -1.121 3.157
H -1.838 -1.075 1.944
H -3.399 1.242 -1.071
*
```

Atom charges from the Löwdin analysis, given in e for atoms 1 to 6:
1. Os 1.211
2. O 0.093
3. C -0.574
4. O -0.337
5. C -0.140
6. C 0.009

=====

8.
# FMg

FMg as an isolated structure (ωB97M-V/def2-TZVPD, the OMol25 dataset).

Total energy ... -8162.4422 eV
M ... 43.30 g/mol

```
! RIJCOSX wB97M-V def2-TZVPD def2/J DEFGRID3
* xyz 0 2
Mg -0.123 0.063 -0.897
F 0.123 -0.063 0.897
*
```

Charges computed using Löwdin, reported in e:
1. Mg 0.699
2. F -0.699